[1]
This record from the OMol25 dataset describes 2 unconnected molecules or ions with the total composition C2H3I2NO in a non-equilibrium geometry. The level of theory is wB97M-V/def2-TZVPD.

The geometry in XYZ format:
```
9
Properties=species:S:1:pos:R:3
C 0.62 -0.68 -1.24
C -0.49 0.56 0.02
N -0.50 0.07 1.32
O 0.53 -1.81 -1.01
I 0.52 2.52 -0.15
I 1.21 -0.64 2.25
H 1.03 -0.14 -2.13
H -1.51 0.43 -0.49
H -1.41 -0.31 1.42
```

Summary:
Energy ... -803.27395 hartree
Frontier orbital gap ... 7.44 eV
LUMO ... -0.65 eV

[2]
This record from the OMol25 dataset describes 2 unconnected molecules or ions with the total composition C2H3I3O in a non-equilibrium geometry. The level of theory is wB97M-V/def2-TZVPD.

The geometry in XYZ format:
```
9
Properties=species:S:1:pos:R:3
C 0.76 0.10 0.50
C 0.43 0.26 -0.80
O 1.51 -1.01 0.79
I -0.42 2.17 -1.36
I -2.62 -0.66 0.95
I 0.27 -1.45 -2.20
H 0.73 0.86 1.29
H -2.88 0.82 0.75
H 2.22 -1.09 0.09
```

Summary:
Energy ... -1046.25710 hartree
Structure (SMILES) ... OC=C(I)I.I
Frontier orbital gap ... 8.26 eV
LUMO ... -0.65 eV

Repeat the second record exactly.
This record from the OMol25 dataset describes 2 unconnected molecules or ions with the total composition C2H3I3O in a non-equilibrium geometry. The level of theory is wB97M-V/def2-TZVPD.

The geometry in XYZ format:
```
9
Properties=species:S:1:pos:R:3
C 0.76 0.10 0.50
C 0.43 0.26 -0.80
O 1.51 -1.01 0.79
I -0.42 2.17 -1.36
I -2.62 -0.66 0.95
I 0.27 -1.45 -2.20
H 0.73 0.86 1.29
H -2.88 0.82 0.75
H 2.22 -1.09 0.09
```

Summary:
Energy ... -1046.25710 hartree
Structure (SMILES) ... OC=C(I)I.I
Frontier orbital gap ... 8.26 eV
LUMO ... -0.65 eV